(1)
A cluster of 2 separate species, C4H12N2 in total, computed with ωB97M-V/def2-TZVPD.

The structure (SMILES) is C=CN.CCN. As for the total energy: -269.05897 Eh. The energy relative to the best compared isomer or geometry (same formula, charge and spin) comes out at 36.00 kcal per mole. The calculation puts the largest force on an atom at 1.52 eV Å⁻¹.

Geometry (Å):
C: -2.90 2.42 1.02
C: -1.57 2.45 1.01
N: -0.84 2.24 2.17
H: -3.50 2.59 1.90
H: -3.47 2.56 0.11
H: -1.01 2.59 0.08
H: -1.24 2.29 3.09
H: 0.13 2.52 2.21
C: 2.44 -2.43 -0.93
C: 1.19 -2.05 -1.71
N: 0.28 -1.22 -0.96
H: 3.17 -3.04 -1.50
H: 2.94 -1.48 -0.84
H: 2.22 -2.90 0.02
H: 1.48 -1.58 -2.69
H: 0.59 -2.84 -2.17
H: -0.46 -1.68 -0.45
H: 0.56 -0.44 -0.38

These are the Löwdin partial charges, in e, on atoms 1 to 2:
1 C -0.052
2 C -0.302

***

(2)
An isolated molecule of C4H12N2, computed with ωB97M-V/def2-TZVPD.

The structure (SMILES) is CCCNCN. As for the total energy: -269.08207 Eh. The energy relative to the best compared isomer or geometry (same formula, charge and spin) comes out at 21.51 kcal per mole. The calculation puts the largest force on an atom at 1.15 eV Å⁻¹.

Geometry (Å):
C: -2.86 -0.09 0.42
C: -1.47 -0.64 0.03
C: -0.27 0.12 0.71
N: 0.72 0.63 -0.18
C: 1.87 -0.16 -0.56
N: 3.09 0.65 -0.58
H: -3.17 0.69 -0.28
H: -3.63 -0.85 0.48
H: -2.79 0.40 1.39
H: -1.36 -0.58 -1.05
H: -1.41 -1.69 0.28
H: -0.69 0.97 1.24
H: 0.17 -0.59 1.41
H: 0.84 1.62 -0.34
H: 1.75 -0.66 -1.53
H: 2.01 -0.93 0.21
H: 3.35 0.93 -1.52
H: 3.85 0.16 -0.14

These are the Löwdin partial charges, in e, on atoms 1 to 2:
1 C -0.120
2 C -0.233

***

(3)
An isolated molecule of C4H12N2, computed with ωB97M-V/def2-TZVPD.

The structure (SMILES) is CCNN(C)C. As for the total energy: -268.99765 Eh. The energy relative to the best compared isomer or geometry (same formula, charge and spin) comes out at 74.48 kcal per mole. The calculation puts the largest force on an atom at 4.23 eV Å⁻¹.

Geometry (Å):
C: -2.65 -0.47 0.20
C: -1.42 0.40 0.00
N: -0.45 -0.21 -0.83
N: 0.92 0.10 0.18
C: 1.64 -1.14 0.40
C: 1.82 1.18 -0.20
H: -3.26 -0.51 -0.71
H: -2.37 -1.49 0.44
H: -3.27 -0.08 1.01
H: -1.66 1.45 -0.23
H: -0.66 0.42 0.93
H: -0.28 0.35 -1.66
H: 2.18 -1.47 -0.51
H: 2.38 -1.02 1.20
H: 0.93 -1.91 0.67
H: 2.34 0.96 -1.15
H: 1.24 2.10 -0.32
H: 2.58 1.34 0.57

These are the Löwdin partial charges, in e, on atoms 1 to 2:
1 C -0.114
2 C -0.379

***

(4)
An isolated molecule of C4H12N2, computed with ωB97M-V/def2-TZVPD.

The structure (SMILES) is CNCCNC. As for the total energy: -269.05690 Eh. The energy relative to the best compared isomer or geometry (same formula, charge and spin) comes out at 37.30 kcal per mole. The calculation puts the largest force on an atom at 2.76 eV Å⁻¹.

Geometry (Å):
C: -1.06 -1.09 2.11
N: 0.08 -0.92 1.29
C: 0.00 -1.29 -0.11
C: -0.10 -0.07 -1.08
N: 1.15 0.78 -1.19
C: 0.75 2.21 -1.34
H: -1.19 -2.07 2.61
H: -1.99 -0.92 1.61
H: -1.11 -0.41 2.97
H: 0.97 -1.23 1.64
H: 0.96 -1.73 -0.44
H: -0.93 -1.76 -0.45
H: -0.27 -0.36 -2.13
H: -0.90 0.63 -0.79
H: 1.66 0.69 -0.32
H: 1.65 2.80 -1.31
H: 0.43 2.32 -2.39
H: -0.09 2.43 -0.67

These are the Löwdin partial charges, in e, on atoms 1 to 2:
1 C -0.160
2 N -0.128

***

Q: What is the formula in the first record?
A: C4H12N2